The following is a DFT calculation (ωB97M-V/def2-TZVPD) of an isolated molecule of C21H32N4O.

DFT total energy in a.u.: -1113.64416
Molecular weight in g mol⁻¹: 356.51
LUMO in eV: 0.8
SMILES string: CC(C)CCN1CCN(Cc2cccc(-n3cccn3)c2)C[C@@H]1CCO
HOMO level in Ha: -0.3056
Frontier orbital gap in eV: 9.125

Atoms and positions in Å:
C 5.472 0.827 3.415
C 4.288 1.560 2.785
C 3.307 1.997 3.871
C 3.615 0.659 1.745
C 2.530 1.375 0.934
N 2.224 0.627 -0.278
C 1.337 -0.504 -0.059
C -0.141 -0.113 0.037
N -0.524 0.602 -1.166
C -1.951 0.870 -1.207
C -2.733 -0.404 -1.373
C -2.316 -1.355 -2.299
C -3.031 -2.526 -2.463
C -4.174 -2.766 -1.719
C -4.602 -1.816 -0.799
N -5.750 -2.005 -0.024
C -6.695 -2.973 -0.131
C -7.630 -2.733 0.843
C -7.163 -1.584 1.503
N -6.039 -1.160 0.970
C -3.873 -0.642 -0.626
C 0.273 1.805 -1.289
C 1.761 1.436 -1.400
C 2.029 0.723 -2.737
C 3.401 0.034 -2.771
O 4.432 0.822 -2.234
H 5.975 1.465 4.138
H 5.132 -0.070 3.928
H 6.193 0.536 2.655
H 4.667 2.454 2.277
H 2.506 2.602 3.456
H 3.820 2.589 4.626
H 2.870 1.128 4.358
H 3.193 -0.211 2.251
H 4.374 0.297 1.047
H 2.912 2.357 0.639
H 1.642 1.539 1.560
H 1.454 -1.192 -0.899
H 1.643 -1.021 0.851
H -0.318 0.502 0.940
H -0.750 -1.015 0.120
H -2.141 1.513 -2.074
H -2.297 1.408 -0.306
H -1.424 -1.168 -2.875
H -2.699 -3.265 -3.177
H -4.714 -3.689 -1.856
H -6.655 -3.740 -0.876
H -8.516 -3.295 1.053
H -7.600 -1.063 2.331
H -4.222 0.072 0.103
H 0.126 2.480 -0.423
H -0.032 2.341 -2.191
H 2.341 2.366 -1.395
H 1.978 1.474 -3.527
H 1.251 -0.018 -2.921
H 3.685 -0.171 -3.807
H 3.347 -0.922 -2.233
H 4.211 0.958 -1.303

Cartesian forces (eV/Å) of the 3 atoms listed first:
C -0.12 0.24 -0.17
C -0.06 -0.31 0.16
C 0.18 0.11 -0.25

Atomic partial charges in e from the Mulliken method, atoms 1 to 5: C -1.63; C 0.77; C -1.45; C -0.80; C -0.88

***

The following is a DFT calculation (ωB97M-V/def2-TZVPD) of a cluster of 7 separate species, C21H32O21 in total in a non-equilibrium geometry.

DFT total energy in a.u.: -2399.38124
Molecular weight in g mol⁻¹: 620.47
LUMO in eV: 0.1
SMILES string: COC(=O)OC.COC(=O)OC.O=C1OCCO1.O=C1OCCO1.O=C1OCCO1.O=C1OCCO1.O=C1OCCO1
HOMO level in Ha: -0.3939
Frontier orbital gap in eV: 10.838

Atoms and positions in Å:
C -3.315 1.987 -2.876
O -4.353 1.031 -2.920
C -5.727 1.331 -2.825
O -6.188 2.459 -2.885
O -6.468 0.148 -2.655
C -7.948 0.193 -2.770
H -3.204 2.416 -1.881
H -3.263 2.725 -3.676
H -2.351 1.484 -2.957
H -8.355 0.810 -1.969
H -8.298 -0.835 -2.682
H -8.218 0.669 -3.712
C 6.359 -1.938 2.224
O 6.052 -1.893 3.599
C 4.841 -1.383 4.012
O 3.970 -0.938 3.257
O 4.830 -1.379 5.315
C 3.705 -0.866 6.019
H 5.845 -2.832 1.869
H 7.413 -2.019 1.962
H 5.911 -1.184 1.576
H 3.904 0.206 5.996
H 3.777 -1.044 7.092
H 2.712 -1.163 5.683
O 3.014 -0.410 -3.375
C 2.334 0.614 -3.546
O 2.850 1.845 -3.725
C 1.743 2.678 -3.732
C 0.493 1.976 -3.350
O 1.037 0.641 -3.421
H 1.908 3.289 -2.845
H 1.488 3.190 -4.660
H -0.159 1.929 -4.223
H -0.006 2.338 -2.451
O -0.859 0.336 -1.031
C -0.032 0.026 -0.176
O 1.199 0.528 -0.091
C 1.819 0.219 1.141
C 0.964 -0.980 1.565
O -0.227 -0.763 0.851
H 2.826 -0.197 1.131
H 1.764 0.991 1.909
H 0.644 -0.959 2.607
H 1.504 -1.880 1.272
O -1.295 -4.608 -2.791
C -2.201 -3.855 -2.391
O -2.044 -2.870 -1.502
C -3.274 -2.257 -1.366
C -4.064 -2.564 -2.610
O -3.480 -3.809 -2.822
H -3.731 -2.750 -0.509
H -3.114 -1.202 -1.142
H -3.940 -1.907 -3.471
H -5.133 -2.563 -2.399
O 5.623 1.915 2.786
C 5.281 2.110 1.644
O 5.957 1.712 0.586
C 5.328 2.135 -0.627
C 4.210 3.052 -0.117
O 4.267 2.842 1.291
H 6.078 2.640 -1.236
H 4.900 1.261 -1.118
H 3.285 2.595 -0.467
H 4.292 4.094 -0.428
O -2.415 -1.362 5.481
C -2.799 -1.136 4.353
O -2.436 -0.050 3.614
C -3.261 -0.126 2.470
C -3.705 -1.587 2.379
O -3.623 -1.976 3.668
H -4.122 0.526 2.616
H -2.737 0.284 1.607
H -3.044 -2.239 1.809
H -4.736 -1.705 2.046

Cartesian forces (eV/Å) of the 3 atoms listed first:
C 1.01 0.56 0.53
O -2.74 -1.27 0.02
C 0.04 0.85 -0.06

Atomic partial charges in e from the Mulliken method, atoms 1 to 5: C -0.52; O -0.17; C 0.55; O -0.55; O -0.22

***

The following is a DFT calculation (ωB97M-V/def2-TZVPD) of a cluster of 4 separate species, C21H33BrF4NO9 in total.

DFT total energy in a.u.: -4525.22763
Molecular weight in g mol⁻¹: 599.39
LUMO in eV: -2.7
HOMO level in Ha: -0.4501
Net charge: +1
Frontier orbital gap in eV: 9.571

Atoms and positions in Å:
C -1.934 -2.167 -5.110
C -2.999 -1.095 -4.886
C -3.661 -0.973 -3.520
Br -4.252 -2.662 -2.804
N -2.850 -0.189 -2.504
C -3.108 -0.417 -1.039
C -2.106 0.544 -0.409
C -0.850 0.316 -1.266
C 0.101 1.490 -1.377
F 1.238 1.057 -1.997
F 0.443 1.882 -0.138
C -0.365 2.708 -2.218
F -1.739 2.748 -2.267
F 0.067 3.843 -1.674
C -1.343 -0.206 -2.629
H -2.281 -3.149 -4.791
H -1.726 -2.216 -6.179
H -0.987 -1.954 -4.615
H -2.598 -0.105 -5.136
H -3.828 -1.284 -5.570
H -4.585 -0.412 -3.641
H -3.135 0.784 -2.655
H -4.139 -0.179 -0.789
H -2.854 -1.452 -0.822
H -2.493 1.561 -0.451
H -1.950 0.292 0.638
H -0.275 -0.466 -0.768
H 0.005 2.629 -3.242
H -1.039 -1.243 -2.744
H -1.056 0.383 -3.496
C 3.062 0.644 1.379
C 3.922 1.324 2.410
C 5.402 0.998 2.367
O 5.784 1.157 3.739
C 4.692 0.952 4.510
O 4.699 0.853 5.693
O 3.581 0.875 3.736
H 3.286 1.040 0.389
H 3.236 -0.434 1.380
H 2.009 0.819 1.594
H 3.768 2.403 2.383
H 5.988 1.667 1.743
H 5.583 -0.040 2.074
C 0.591 5.939 5.710
C 0.911 5.394 4.345
C 1.480 3.989 4.301
O 2.293 4.032 3.120
C 2.671 5.321 2.915
O 3.490 5.655 2.123
O 1.983 6.142 3.733
H -0.251 5.396 6.140
H 1.450 5.843 6.375
H 0.326 6.993 5.647
H 0.045 5.473 3.679
H 0.736 3.203 4.207
H 2.125 3.785 5.159
C -0.703 -7.606 -1.555
C -0.848 -6.331 -0.774
C -2.249 -5.977 -0.315
O -2.206 -4.534 -0.293
C -1.261 -4.143 -1.162
O -1.097 -3.003 -1.500
O -0.541 -5.175 -1.602
H -0.888 -8.460 -0.904
H -1.407 -7.637 -2.387
H 0.305 -7.694 -1.957
H -0.153 -6.304 0.069
H -2.508 -6.348 0.671
H -3.004 -6.283 -1.041

Cartesian forces (eV/Å) of the 3 atoms listed first:
C 0.06 0.06 -0.07
C 0.07 -0.06 0.02
C -0.09 -0.09 0.05

Atomic partial charges in e from the Mulliken method, atoms 1 to 5: C -1.03; C -0.64; C -0.11; Br -0.04; N -0.12

***

The following is a DFT calculation (ωB97M-V/def2-TZVPD) of a structure of composition C21H33F3KN6O4S4.

DFT total energy in a.u.: -3941.90362
Molecular weight in g mol⁻¹: 657.89
LUMO in eV: 1.9
HOMO level in Ha: -0.1650
Net charge: -1
Frontier orbital gap in eV: 6.386

Atoms and positions in Å:
K -0.998 0.163 -1.239
C -3.122 -2.461 1.654
C -2.219 -2.470 2.887
S -0.971 -1.164 2.787
C 0.182 -1.776 4.046
C 1.565 -1.149 3.884
S 2.351 -1.345 2.264
C 2.495 -3.147 2.155
C 2.540 -3.620 0.704
S 1.088 -3.251 -0.323
C -0.118 -4.198 0.638
C -1.519 -4.135 0.043
S -2.322 -2.517 0.041
H -3.704 -1.538 1.634
H -3.836 -3.284 1.752
H -1.717 -3.436 2.971
H -2.839 -2.341 3.778
H 0.241 -2.863 3.964
H -0.185 -1.549 5.051
H 2.222 -1.530 4.669
H 1.502 -0.066 4.012
H 1.649 -3.602 2.667
H 3.403 -3.477 2.667
H 2.721 -4.699 0.698
H 3.381 -3.157 0.186
H -0.124 -3.821 1.660
H 0.203 -5.246 0.659
H -2.173 -4.836 0.568
H -1.491 -4.398 -1.014
C -1.225 2.484 4.458
C -1.453 3.032 3.093
N -1.160 2.422 1.974
C -1.625 3.218 0.957
C -2.171 4.362 1.480
N -2.011 4.246 2.864
C -2.708 5.579 0.876
O -2.529 6.704 1.666
O -3.247 5.683 -0.183
C -1.436 2.733 -0.470
O -2.408 2.134 -0.962
O -0.291 2.873 -0.940
H -0.720 1.527 4.358
H -2.173 2.314 4.974
H -0.618 3.154 5.068
H -2.497 4.801 3.549
H -1.776 6.550 2.247
C 2.541 1.123 -1.052
N 3.697 1.704 -1.751
C 3.202 2.337 -2.977
N 2.514 1.391 -3.855
C 1.388 0.822 -3.109
N 1.835 0.140 -1.881
C 2.774 -0.913 -2.258
N 3.937 -0.384 -2.988
C 4.589 0.612 -2.137
C 3.436 0.304 -4.182
H 1.848 1.921 -0.781
H 2.893 0.628 -0.144
H 4.050 2.769 -3.518
H 2.507 3.132 -2.705
H 0.856 0.102 -3.735
H 0.716 1.629 -2.810
H 2.257 -1.649 -2.874
H 3.136 -1.397 -1.349
H 5.447 1.028 -2.674
H 4.950 0.117 -1.231
H 2.918 -0.421 -4.812
H 4.286 0.714 -4.735
F -1.786 -3.317 -3.789
C -1.004 -2.541 -2.936
F 0.225 -2.518 -3.630
F -1.493 -1.208 -3.286

Cartesian forces (eV/Å) of the 3 atoms listed first:
K 0.48 -0.85 0.02
C 0.01 -0.10 0.27
C -0.09 0.01 -0.01

Atomic partial charges in e from the Mulliken method, atoms 1 to 5: K 0.96; C -1.07; C -0.77; S 0.30; C -1.05

***

Q: DFT total energy of number 4 (C21H33F3KN6O4S4)?
A: -3941.90362 a.u.